A 19-piece molecular cluster, C62H165N7O31 overall at a distorted geometry, computed with ωB97M-V/def2-TZVPD.

XYZ file:
```
265
Properties=species:S:1:pos:R:3:forces:R:3:lowdin_charge:R:1
C -8.9070 8.2307 22.8499 -0.565 0.418 0.969 -0.007
C -10.2222 8.1746 23.7146 1.100 -2.015 -0.166 -0.482
C -10.3798 6.7100 24.1620 -0.700 -0.693 0.003 -0.115
C -11.5145 6.4924 25.1521 0.622 -0.890 0.627 -0.196
C -11.3290 7.3849 26.3341 -0.532 0.794 2.000 -0.136
C -11.0061 8.8668 26.0020 -0.447 -0.362 1.626 -0.457
N -9.9559 8.8584 24.9818 -1.016 0.391 0.479 -0.075
O -9.8030 10.2378 24.7705 2.797 1.094 -1.335 -0.075
C -12.3458 9.5544 25.6850 0.160 0.416 -1.172 -0.037
C -10.3968 9.6546 27.2491 -1.963 -2.287 0.421 0.000
C -11.4306 8.6316 22.9446 -0.730 0.164 -1.344 -0.027
H -8.0131 7.9311 23.4573 -0.886 0.071 -0.554 0.083
H -8.7529 9.2559 22.5033 0.048 0.014 -0.072 0.070
H -9.0739 7.6122 21.9716 0.244 -0.210 -0.069 0.075
H -10.6135 6.0289 23.3162 0.840 0.460 0.017 0.121
H -9.4737 6.4520 24.7217 0.170 -0.299 -0.554 0.117
H -11.5289 5.4392 25.5172 0.366 0.440 -0.183 0.107
H -12.4888 6.5703 24.7400 -1.049 0.587 -0.770 0.074
H -10.4881 7.0572 26.9202 0.784 -0.511 0.146 0.098
H -12.1571 7.2506 27.0969 0.672 0.609 -1.047 0.109
H -12.2537 10.5870 25.3382 0.312 0.015 0.018 0.080
H -12.8527 9.0263 24.8755 -0.228 0.046 0.455 0.047
H -12.9957 9.5933 26.5450 -0.072 -0.263 0.450 0.083
H -11.1728 9.5067 28.0776 1.299 0.156 -0.752 0.112
H -9.4064 9.2785 27.5381 -0.276 -0.038 -0.034 0.060
H -10.3360 10.6944 27.0518 0.074 0.901 -0.239 0.049
H -12.4057 8.3113 23.3240 0.390 -0.353 -0.037 0.063
H -11.4512 8.4240 21.8422 0.505 -0.146 0.880 0.096
H -11.4351 9.6888 23.0344 -0.168 1.284 -0.125 0.060
H -8.8027 10.2940 24.6645 -1.412 0.246 0.146 0.097
C -5.9723 8.9430 20.3632 1.352 0.420 -0.941 -0.017
C -6.3214 9.2750 18.8934 -1.371 -1.489 -0.489 -0.447
C -5.0928 9.8320 18.2341 0.825 2.405 0.815 -0.153
C -5.1121 9.9475 16.7088 -0.198 -0.513 0.590 -0.163
C -5.2933 8.5797 16.1062 -1.562 -0.803 -0.254 -0.131
C -6.5738 7.9055 16.6237 -0.805 -0.762 0.983 -0.489
N -6.5640 7.9716 18.1408 0.426 0.931 0.684 -0.028
O -7.6498 7.3011 18.7697 1.270 -0.031 -0.093 -0.068
C -7.8671 8.3988 15.9938 -0.400 0.569 0.544 -0.033
C -6.5359 6.3914 16.3729 -1.065 0.337 -1.619 -0.020
C -7.6051 10.2328 18.8464 2.537 0.393 -0.594 0.011
H -4.9709 8.4645 20.5363 -1.093 -0.345 -0.660 0.103
H -6.7868 8.4231 20.7967 -0.539 -0.565 0.766 0.047
H -5.7773 9.8779 20.8582 -0.532 0.752 0.433 0.058
H -4.9662 10.8796 18.6488 -0.142 -0.841 -0.386 0.131
H -4.2065 9.3115 18.6583 -0.450 -0.073 -0.774 0.128
H -4.1788 10.3919 16.4038 0.241 0.320 -0.338 0.107
H -5.9535 10.5786 16.3948 0.274 0.109 0.045 0.115
H -4.5453 7.8494 16.3885 0.788 0.343 -0.161 0.112
H -5.4697 8.5768 15.0154 0.671 0.154 0.273 0.132
H -8.6780 7.8176 16.4195 -0.296 -0.312 -0.084 0.061
H -8.1147 9.4170 16.2885 0.136 0.171 -0.480 0.058
H -7.9059 8.2752 14.9100 0.196 0.084 0.082 0.096
H -5.5148 6.0807 16.4077 0.432 -0.818 0.242 0.076
H -7.2010 5.9397 17.0799 0.262 -0.541 0.690 0.046
H -7.0348 6.0655 15.4145 0.915 0.672 0.422 0.106
H -7.2943 11.1822 19.3219 -0.215 -0.413 -0.420 0.062
H -8.4757 9.8989 19.3634 -0.543 -0.781 0.367 0.064
H -7.8307 10.4051 17.7829 -0.119 0.235 0.580 0.060
H -8.5020 7.6148 18.4921 -1.076 0.917 -0.444 0.046
C -14.0562 4.4768 22.6949 0.965 -2.107 0.658 -0.179
C -15.5474 4.3003 22.7490 -1.248 0.286 -0.743 -0.198
O -16.2720 5.2342 21.9116 0.564 -0.223 0.197 -0.101
O -13.4236 3.9127 21.5027 -1.211 1.303 0.170 -0.082
H -13.6500 3.8066 23.5067 -0.176 0.997 -0.497 0.139
H -13.7645 5.5189 22.8419 0.000 -0.034 0.055 0.120
H -15.8948 4.4862 23.7707 0.229 -0.270 0.065 0.111
H -15.9126 3.3127 22.4125 0.628 0.247 0.326 0.138
H -16.2780 6.0414 22.4572 -0.155 0.343 -0.069 0.046
H -13.7177 4.5112 20.7973 0.025 -0.268 -0.415 0.084
C -10.0910 2.4637 23.3363 0.441 0.467 0.011 -0.243
C -10.7714 2.3813 21.9964 -0.610 -0.908 -1.129 -0.204
O -10.8068 3.7074 21.4142 -0.615 -0.066 0.178 -0.129
O -10.9086 3.2144 24.1980 -0.972 0.179 1.097 -0.100
H -9.1492 3.0117 23.2526 0.306 -0.350 -0.322 0.110
H -9.9041 1.4933 23.8377 -0.222 0.416 -0.511 0.137
H -11.8013 1.9223 22.1592 0.981 0.957 -0.304 0.139
H -10.2777 1.7390 21.2371 0.076 0.177 0.756 0.119
H -11.7524 3.9691 21.2733 0.494 -0.549 0.565 0.050
H -11.1365 4.0794 23.8280 0.410 -0.333 -0.255 0.043
C -15.4537 7.5928 17.9406 1.265 1.361 -1.233 -0.236
C -15.0962 7.2316 19.3350 1.276 -0.330 0.477 -0.256
O -15.1670 5.8362 19.4327 -0.691 -1.750 0.900 -0.090
O -14.6691 6.8871 16.9721 -0.107 -0.055 0.370 -0.071
H -15.2151 8.6589 17.7065 -0.401 -0.593 0.478 0.127
H -16.4897 7.4131 17.7817 -1.081 -0.158 -0.232 0.108
H -15.7166 7.7351 20.0656 -0.280 0.197 0.171 0.104
H -14.0398 7.4369 19.5350 -0.052 0.757 -0.001 0.104
H -15.6003 5.5269 20.2769 0.128 0.620 -0.716 0.065
H -14.6914 5.9573 17.2262 -0.029 -0.082 0.023 0.077
C -12.5626 11.5273 20.8769 2.796 0.305 -1.788 -0.217
C -13.1687 11.8128 19.5192 -1.331 -0.761 0.313 -0.271
O -12.2825 12.2544 18.5342 0.638 -0.918 -1.194 -0.077
O -12.2379 12.7492 21.5640 0.363 -0.746 -0.086 -0.098
H -11.6699 10.7883 20.6613 -1.225 1.560 0.853 0.149
H -13.2369 11.0605 21.5153 -1.358 -1.129 0.915 0.066
H -13.9301 12.5747 19.6256 -0.427 0.261 0.278 0.118
H -13.6918 10.8879 19.1857 0.270 0.356 0.121 0.119
H -12.3788 11.5931 17.7908 0.283 0.985 0.797 0.068
H -11.3496 13.0550 21.3149 -0.013 0.274 -0.184 0.045
C -5.8203 5.9386 24.4727 1.379 0.591 0.975 -0.206
C -4.4030 6.5812 24.3819 -0.406 -0.476 1.273 -0.208
O -3.8568 6.8367 25.6830 -0.048 0.108 0.226 -0.096
O -6.6683 6.7397 25.2840 -0.144 -0.305 -0.055 -0.135
H -5.7783 4.9226 24.8971 0.157 0.209 -0.234 0.124
H -6.2073 5.9188 23.4878 -0.588 -0.296 -1.179 0.074
H -4.4726 7.5194 23.8492 -0.099 0.274 -0.453 0.102
H -3.6908 5.9006 23.8667 -0.488 0.430 0.275 0.126
H -4.3166 7.5603 26.1762 0.078 -0.708 -0.923 0.067
H -6.9977 6.1458 25.9998 -0.252 0.237 0.261 0.028
C -11.3433 9.3736 17.3191 1.184 -2.018 -0.472 -0.228
C -11.5470 8.3130 18.4022 -2.030 0.558 -0.166 -0.257
O -10.3073 7.7470 18.6137 0.879 -1.148 0.999 -0.102
O -12.5722 9.9629 16.9623 -0.183 0.445 -0.727 -0.075
H -10.8636 8.7976 16.4818 -0.551 0.756 0.324 0.132
H -10.5614 10.0673 17.6793 -0.644 0.236 -0.174 0.118
H -12.3162 7.5564 18.1074 0.637 0.488 -0.203 0.123
H -12.0387 8.8493 19.2634 0.823 -0.512 -0.052 0.108
H -10.3475 6.7815 18.8820 -0.297 0.844 -0.441 0.080
H -12.7784 9.7638 16.0293 0.164 0.132 0.784 0.127
C -16.5221 7.1454 25.1268 0.939 -1.406 0.008 -0.208
C -15.4134 7.4315 26.1308 0.002 0.443 -0.833 -0.269
O -15.8281 7.5812 27.4474 -0.651 -0.717 1.197 -0.058
O -16.0026 7.2153 23.8046 0.576 0.741 -0.492 -0.145
H -17.2779 7.8771 25.2808 -1.003 0.396 0.139 0.090
H -16.8974 6.1063 25.2609 -0.136 0.704 -0.102 0.131
H -15.0379 8.3891 25.7734 0.390 0.229 0.366 0.106
H -14.6043 6.7181 26.0558 0.317 -0.381 -0.270 0.096
H -16.0182 6.7004 27.8661 0.365 0.836 -0.581 0.077
H -15.7104 8.1589 23.5534 -0.779 -0.813 0.595 0.076
C -8.4807 8.0239 31.0820 0.348 -0.808 -0.499 -0.209
C -7.3971 9.0689 31.1768 0.729 -0.665 -2.500 -0.206
O -7.5980 9.7794 29.9394 -0.145 1.670 0.406 -0.094
O -8.4683 7.3162 29.8207 -0.248 0.782 0.100 -0.098
H -9.4248 8.5682 31.2090 -0.014 -0.432 0.161 0.127
H -8.3032 7.2399 31.8071 -0.471 -0.098 0.449 0.108
H -6.3543 8.7375 31.1412 -0.234 -0.684 0.292 0.124
H -7.4829 9.6508 32.0730 -0.401 0.868 0.194 0.108
H -6.9769 9.5275 29.2475 0.146 -0.337 0.416 0.055
H -8.8402 7.8957 29.1268 0.282 -0.130 0.676 0.068
C -10.1179 4.3136 16.6946 0.297 -1.032 -0.285 -0.216
C -10.0379 3.9286 18.1699 -0.589 -0.215 -0.609 -0.208
O -10.4783 5.0609 18.9543 0.331 -1.806 1.460 -0.105
O -9.7644 3.2017 15.8506 -0.436 0.143 0.317 -0.066
H -9.3956 5.0775 16.5109 0.466 0.987 -0.009 0.091
H -11.0807 4.6691 16.3286 -0.146 -0.148 0.416 0.127
H -9.0033 3.6408 18.3857 0.074 0.499 0.155 0.095
H -10.6185 2.9988 18.3709 -0.183 0.806 -0.066 0.135
H -10.4628 4.6692 19.8880 0.032 0.813 -1.161 0.085
H -8.8604 2.9555 16.0570 0.175 -0.034 -0.002 0.077
C -7.0457 4.8095 20.7765 -0.511 -0.507 0.551 -0.243
C -6.4815 3.4184 21.0670 1.218 0.732 0.195 -0.273
O -7.3993 2.4028 20.8534 -1.463 -1.200 0.211 -0.068
O -7.2295 4.8752 19.3739 0.024 0.251 0.497 -0.105
H -6.4187 5.6423 21.1851 -0.168 -0.645 -0.450 0.114
H -8.0222 4.8286 21.3535 0.642 0.233 -0.645 0.123
H -6.1451 3.3484 22.1217 -0.358 0.004 -0.414 0.119
H -5.6097 3.1826 20.4465 0.218 0.573 -0.012 0.118
H -7.7337 2.3476 19.9461 0.470 0.515 0.247 0.086
H -7.3961 5.8236 19.1302 0.064 -0.619 0.108 0.019
C -15.7007 13.8519 24.6823 -1.593 0.524 0.702 -0.230
C -14.5408 12.9949 24.2545 -0.392 -0.347 -0.054 -0.238
O -14.6791 12.7218 22.8642 0.527 0.414 -0.018 -0.100
O -15.9939 13.6500 26.0931 0.097 0.071 -0.691 -0.088
H -16.6260 13.5685 24.1170 0.901 0.131 0.075 0.115
H -15.5240 14.9366 24.5166 0.068 -0.596 -0.122 0.125
H -14.5464 12.0564 24.8346 -0.091 0.197 -0.076 0.112
H -13.6105 13.4929 24.4679 0.515 0.151 0.058 0.121
H -13.8795 13.0643 22.4183 -0.202 -0.286 0.072 0.059
H -16.9078 13.9391 26.2100 0.289 -0.050 0.168 0.076
C -5.7771 10.5785 25.3939 -0.360 -0.411 -0.667 -0.163
C -6.2986 10.0478 26.7122 1.039 0.588 -0.246 -0.258
O -5.8632 8.7515 26.9620 -0.687 -2.226 -0.347 -0.092
O -6.7382 10.1238 24.3801 0.145 1.227 -0.329 -0.102
H -4.8495 10.0677 25.1787 0.504 -0.063 -0.019 0.114
H -5.5965 11.6593 25.4061 -0.463 -0.196 -0.154 0.107
H -7.3653 10.0716 26.6201 -0.896 0.349 0.495 0.102
H -5.8836 10.6293 27.5463 -0.475 0.241 -0.233 0.112
H -6.3969 8.0811 26.4160 1.017 1.040 0.509 0.086
H -6.7117 10.7149 23.5954 0.205 -0.589 0.754 0.081
C -7.6425 15.0331 24.3636 -0.899 0.262 0.197 -0.050
C -8.0755 13.7048 24.9832 -2.275 -0.324 -1.694 -0.391
C -7.6481 13.5414 26.4010 0.516 -0.580 1.514 -0.213
O -6.2441 13.5035 26.5297 0.968 0.507 -1.131 -0.222
C -5.7491 13.5091 27.8459 -0.837 0.963 -0.282 -0.092
N -9.6019 13.6029 24.9187 1.910 1.046 1.017 0.066
H -7.7427 15.8398 25.0947 -0.310 0.061 -0.165 0.086
H -8.1709 15.2931 23.4205 -0.008 -0.280 0.713 0.077
H -6.6176 15.0150 24.1068 1.289 -0.200 -0.202 0.055
H -7.6771 12.9033 24.3493 0.338 -0.142 0.224 0.105
H -7.9229 12.5883 26.8586 -1.086 -0.146 -0.243 0.124
H -8.0718 14.3472 27.0132 -0.043 0.074 -0.043 0.133
H -5.9842 12.6067 28.3881 -0.016 -0.552 0.194 0.068
H -6.2496 14.3344 28.3593 0.260 0.115 0.401 0.091
H -4.6822 13.6915 27.7962 0.117 -0.104 0.054 0.094
H -9.9927 12.7214 25.1963 0.042 -0.386 -0.284 0.039
H -9.9821 13.9914 24.0757 -0.051 -0.256 -0.246 0.047
C -8.7298 3.6208 26.6046 -1.561 0.053 0.240 -0.057
C -8.5125 4.4820 27.8282 1.871 -0.698 -1.283 -0.415
C -8.4023 3.5920 29.0623 0.044 2.177 0.242 -0.162
O -8.2849 4.5008 30.1929 0.461 -1.864 0.192 -0.198
C -7.2122 4.1682 31.0930 -0.428 -0.241 -0.909 -0.093
N -7.3227 5.3420 27.5916 0.486 0.204 0.537 0.061
H -8.5565 4.1666 25.6655 -0.092 -0.206 0.353 0.076
H -9.8058 3.2962 26.6495 1.091 -0.089 -0.471 0.078
H -8.0772 2.7756 26.6977 0.333 -0.749 -0.440 0.073
H -9.3174 5.1659 27.8438 -0.968 0.811 0.689 0.102
H -7.5190 2.9866 28.9166 0.490 -0.270 0.257 0.116
H -9.2578 2.9344 29.1322 -0.389 -0.161 0.337 0.118
H -7.2749 3.2275 31.6403 -0.692 -0.414 -0.184 0.078
H -7.2241 4.9230 31.8548 0.384 0.642 0.134 0.069
H -6.2768 4.0821 30.5295 0.132 0.511 0.177 0.086
H -7.3945 6.0710 28.3017 0.503 -0.003 -0.009 0.064
H -6.3586 4.9298 27.6474 -1.498 0.018 0.235 0.126
C -12.3037 3.9756 28.2389 2.117 -0.540 -1.341 -0.063
C -13.4698 4.9353 28.2430 0.160 -0.143 0.164 -0.428
C -14.6234 4.2103 28.8819 -0.126 -0.355 1.154 -0.215
O -15.8066 4.9845 28.7867 0.317 -0.225 -0.165 -0.223
C -16.9165 4.4203 29.4339 -0.065 -0.794 0.808 -0.108
N -13.1075 6.1796 28.9363 -0.128 -0.544 -1.958 0.077
H -11.9314 3.8172 29.2488 -0.119 -0.192 0.218 0.082
H -11.4073 4.3508 27.6767 -0.875 0.365 0.546 0.057
H -12.3994 2.9876 27.7180 -0.752 0.703 0.679 0.102
H -13.7907 5.1584 27.2137 0.354 0.259 0.176 0.129
H -14.3294 4.0644 29.9512 -0.446 0.045 -0.384 0.140
H -14.7747 3.2007 28.4638 -0.079 0.291 -0.152 0.133
H -17.1935 3.4160 29.0662 0.477 0.106 -0.132 0.088
H -17.7513 5.0453 29.1392 -0.237 0.271 0.679 0.087
H -16.7355 4.2864 30.5546 -0.422 0.600 -1.291 0.115
H -12.7566 6.1398 29.8623 0.073 -0.416 0.773 0.074
H -13.8228 6.8590 28.7998 -0.450 0.607 0.300 0.054
C -8.3042 14.2789 18.3063 -1.092 0.028 -0.846 -0.041
C -8.8324 13.6727 19.5852 -1.540 -0.401 0.246 -0.413
C -7.8443 13.7298 20.6734 1.852 0.767 -0.789 -0.221
O -6.6674 13.0416 20.2263 -0.010 0.469 1.187 -0.210
C -5.7471 12.9989 21.3088 0.491 0.820 -0.586 -0.093
N -10.1302 14.1852 20.1568 1.554 1.543 -0.016 0.058
H -7.4250 13.7883 17.9181 0.519 -0.092 0.369 0.075
H -8.1651 15.3506 18.3404 0.293 0.350 0.320 0.079
H -9.0335 14.1206 17.5127 -0.321 0.020 -0.052 0.079
H -9.0498 12.6218 19.3930 0.052 -0.131 -0.084 0.126
H -8.1668 13.2933 21.5821 -0.694 -0.554 0.998 0.103
H -7.5898 14.7891 20.8702 0.014 -0.138 0.120 0.139
H -4.9894 12.2679 21.0474 0.118 -0.116 0.159 0.080
H -6.2478 12.7537 22.2434 -0.063 -0.303 0.192 0.062
H -5.2489 13.9905 21.4750 -0.362 -0.622 -0.227 0.106
H -10.8310 14.0164 19.4781 -1.015 -0.348 -0.879 0.041
H -10.1095 15.2335 20.2389 0.156 -1.297 0.020 0.111
C -17.7891 9.3393 21.7399 1.236 1.065 0.074 -0.024
C -17.1769 10.4330 22.6631 0.963 -1.798 -0.252 -0.348
C -17.9199 10.5815 23.9826 1.889 0.963 0.238 -0.248
O -19.2602 10.6510 23.7614 -1.246 0.798 -0.571 -0.178
C -19.9592 10.9703 24.9396 -1.182 0.622 -0.928 -0.089
N -15.7931 9.9754 22.9798 1.480 0.518 0.488 0.036
H -17.3230 9.3423 20.7341 -0.359 0.246 0.455 0.078
H -18.8366 9.4840 21.6944 -1.055 0.115 -0.406 0.061
H -17.5977 8.3735 22.1631 0.068 -0.590 0.394 0.057
H -17.1151 11.3914 22.1790 -0.302 0.490 -0.380 0.126
H -17.5094 11.5167 24.4643 -0.459 -0.476 -0.211 0.125
H -17.6877 9.8002 24.7006 0.234 -0.549 0.008 0.109
H -21.0379 11.0742 24.6340 1.062 0.185 0.458 0.108
H -19.5660 11.9117 25.4162 -0.398 -0.924 -0.263 0.103
H -19.8918 10.0936 25.5488 0.060 -0.267 1.185 0.077
H -15.2131 9.8638 22.1333 -0.774 0.110 0.210 0.085
H -15.2285 10.7057 23.4889 -1.136 -0.870 -0.620 0.073
```
Positions in Å, forces in eV/Å.

- Orbital gap: 0.3278 Eh
- Lowest unoccupied orbital energy: 0.50 eV
- Energy: -140862.633 eV